[1]
C2ClF3 in the gas phase at a distorted geometry. Source: OMol25; level of theory: ωB97M-V/def2-TZVPD.

Each line ends with the Löwdin charge.
Cartesian coordinates (Å):
F  0.18025  -1.96452  -0.01216  0.10
C  -0.33397  -0.76389  -0.36364  -0.38
F  -1.57224  -0.94221  -0.78712  0.16
C  0.37373  0.17990  0.10649  -0.74
F  1.61517  -0.05770  0.53140  0.06
Cl  -0.13219  1.77552  0.23257  0.79

Properties
- Kohn-Sham gap: 10.771 eV
- Net charge: 0
- Maximum force: 5.408 eV Å⁻¹
- DFT total energy: -835.93565 a.u.


[2]
2 unconnected molecules or ions with the total composition C4H14N4O at a distorted geometry. Source: OMol25; level of theory: ωB97M-V/def2-TZVPD.

Each line ends with the Löwdin charge.
Cartesian coordinates (Å):
C  0.56808  0.37797  2.26293  -0.06
N  -0.18279  -0.51269  1.39200  -0.20
N  0.32804  -1.82598  1.21684  0.06
C  -1.43662  -0.22748  0.81823  -0.59
N  -2.01544  0.93806  1.24995  0.15
O  -2.11922  -1.09625  0.26827  0.02
H  0.93016  1.21904  1.66597  0.07
H  -0.07671  0.76319  3.05925  0.08
H  1.42008  -0.14074  2.71358  0.09
H  -0.08557  -2.40778  1.95144  0.09
H  -0.11782  -2.18436  0.36108  0.08
H  -1.48369  1.78464  1.10612  0.09
H  -2.97849  1.02855  0.94620  0.11
C  -0.32253  0.15363  -2.54725  -0.16
N  0.51244  0.82691  -1.56726  -0.18
C  1.87883  0.20204  -1.45533  -0.13
H  -0.48287  -0.89364  -2.27221  0.06
H  0.14985  0.14547  -3.53571  0.07
H  -1.29234  0.65509  -2.63245  0.08
H  0.12084  1.05857  -0.66001  0.05
H  2.36845  0.24655  -2.43322  0.07
H  2.50725  0.73991  -0.73914  0.07
H  1.81007  -0.85068  -1.16929  0.06

Properties
- Kohn-Sham gap: 9.144 eV
- Net charge: 0
- Maximum force: 3.140 eV Å⁻¹
- DFT total energy: -455.03012 a.u.


[3]
A molecular structure, C24H60In2N4Na2O12P at a distorted geometry. Source: OMol25; level of theory: ωB97M-V/def2-TZVPD.

Each line ends with the Löwdin charge.
Cartesian coordinates (Å):
In  -1.82961  4.13853  -1.96776  1.00
In  -2.47495  -2.13097  -0.44808  0.99
Na  3.35570  0.96494  -3.14789  0.78
Na  3.54248  4.42253  -0.11331  0.89
P  1.26521  0.96557  0.48850  0.02
O  0.50871  -0.00872  1.43484  -0.17
O  0.62198  0.62886  -0.85628  -0.19
O  2.78470  0.80632  0.14555  -0.22
O  0.99475  2.50476  0.77165  -0.29
C  8.61263  3.67614  -0.31447  -0.08
O  9.22195  2.41149  -0.67185  -0.11
C  8.43511  1.63859  -1.59299  -0.21
C  8.56325  2.12233  -3.02879  -0.21
N  7.52153  1.73153  -3.96480  0.00
C  7.39565  0.19782  -4.06704  -0.12
C  6.65968  -0.20728  -5.35754  -0.19
O  5.31400  0.02924  -4.97837  -0.22
C  4.36492  0.26112  -6.05611  -0.05
H  7.82131  3.63479  0.43401  0.07
H  8.02829  4.22306  -1.05440  0.07
H  9.35600  4.31786  0.15852  0.11
H  7.39005  1.56619  -1.29182  0.11
H  8.68339  0.57883  -1.53456  0.13
H  9.48636  1.86771  -3.54949  0.14
H  8.71921  3.19269  -2.89426  0.12
H  6.75061  2.33936  -3.72744  0.09
H  6.89408  -0.23573  -3.20183  0.11
H  8.44399  -0.09347  -4.00204  0.13
H  7.06271  -1.20131  -5.55144  0.13
H  7.03038  0.24984  -6.27499  0.14
H  3.67695  1.02022  -5.68386  0.06
H  3.72960  -0.55262  -6.40586  0.10
H  4.85083  0.64355  -6.95375  0.11
C  -5.83473  -4.10554  0.25123  -0.17
O  -4.79422  -4.97613  0.24318  -0.24
C  -5.04248  -6.41933  0.00758  -0.10
C  -3.75950  -7.19539  -0.47963  -0.16
N  -2.95813  -6.40663  -1.40417  0.02
C  -1.63503  -7.01549  -1.43433  -0.20
C  -0.80497  -6.35902  -2.53046  -0.22
O  -0.70550  -4.95253  -2.26252  -0.22
C  0.37977  -4.32733  -3.00921  -0.08
H  -5.63498  -3.04898  0.42981  0.06
H  -6.63112  -4.30459  0.96836  0.11
H  -6.27249  -4.12242  -0.74686  0.10
H  -5.78120  -6.44376  -0.79354  0.12
H  -5.38719  -7.06570  0.81473  0.13
H  -3.99845  -8.14475  -0.95892  0.15
H  -3.16681  -7.39138  0.41390  0.12
H  -3.32871  -6.45124  -2.34267  0.14
H  -1.49656  -8.05556  -1.72960  0.15
H  -1.17688  -6.91110  -0.45082  0.13
H  -1.14158  -6.80738  -3.46521  0.14
H  0.14636  -6.89103  -2.52631  0.13
H  0.20332  -3.25237  -2.97148  0.07
H  0.48321  -4.51485  -4.07796  0.09
H  1.32102  -4.68453  -2.59140  0.09
C  -3.88464  5.10394  2.53411  -0.07
O  -3.85111  6.03675  1.39861  -0.25
C  -4.82756  7.15586  1.29099  -0.13
C  -6.19113  6.52773  0.90335  -0.13
N  -6.18702  6.17212  -0.57207  0.05
C  -7.01843  7.12444  -1.44846  -0.08
C  -6.50292  8.61988  -1.43163  -0.12
O  -6.53354  9.21134  -0.06070  -0.19
C  -6.39572  10.59732  -0.04344  -0.11
H  -2.85731  4.81217  2.75220  0.09
H  -4.62274  4.32304  2.35110  0.08
H  -4.25243  5.59525  3.43492  0.09
H  -4.41057  7.88658  0.59797  0.12
H  -4.88164  7.61225  2.27936  0.14
H  -7.00657  7.20708  1.15160  0.13
H  -6.28845  5.71790  1.62642  0.12
H  -6.40016  5.19900  -0.73852  0.11
H  -7.95017  7.15760  -0.88378  0.13
H  -7.10217  6.74828  -2.46806  0.13
H  -7.18748  9.19715  -2.05313  0.13
H  -5.59068  8.88895  -1.96408  0.13
H  -5.45719  11.03777  -0.37998  0.10
H  -6.57882  11.06622  0.92337  0.11
H  -7.09217  11.14738  -0.67630  0.10
C  -1.93686  -2.12024  4.89721  -0.10
O  -2.02909  -3.11191  3.95490  -0.15
C  -1.39808  -4.31375  4.26712  -0.18
C  0.10297  -4.12624  4.39409  -0.14
N  0.63831  -3.87807  3.01879  0.05
C  2.09570  -4.15532  2.91494  -0.13
C  2.86507  -3.34997  3.99764  -0.20
O  2.78828  -3.95062  5.26570  -0.18
C  3.93195  -3.86956  6.09894  -0.06
H  -2.36917  -2.39596  5.85908  0.12
H  -2.51465  -1.34399  4.39553  0.10
H  -0.98037  -1.60736  4.99809  0.10
H  -1.62013  -5.05549  3.49990  0.13
H  -1.83885  -4.71618  5.17919  0.15
H  0.44344  -5.10161  4.74168  0.14
H  0.48549  -3.42789  5.13848  0.13
H  0.76631  -2.87995  2.93235  0.10
H  2.35513  -4.04954  1.86157  0.12
H  2.30260  -5.18503  3.20646  0.13
H  2.59261  -2.29770  3.91630  0.13
H  3.91503  -3.33608  3.70530  0.13
H  4.39345  -2.90595  6.31477  0.10
H  4.74927  -4.52201  5.79173  0.10
H  3.56759  -4.30228  7.03065  0.11

Properties
- Kohn-Sham gap: 1.040 eV
- Net charge: +5
- Maximum force: 3.951 eV Å⁻¹
- DFT total energy: -3116.11329 a.u.


[4]
6 unconnected molecules or ions with the total composition C15H33Cl6N3O3 at a distorted geometry. Source: OMol25; level of theory: ωB97M-V/def2-TZVPD.

Each line ends with the Löwdin charge.
Cartesian coordinates (Å):
C  -1.77523  0.14288  -4.83128  -0.04
N  -1.50845  1.32036  -5.62775  -0.20
C  -0.23003  1.98646  -5.52710  -0.06
C  -2.45929  1.82898  -6.45700  -0.35
O  -3.56997  1.36764  -6.60578  0.01
H  -1.81043  0.37340  -3.76257  0.07
H  -0.99868  -0.56558  -5.12733  0.09
H  -2.74321  -0.32110  -5.00647  0.09
H  0.60288  1.28424  -5.62790  0.09
H  -0.08085  2.80313  -6.22466  0.08
H  -0.17629  2.37660  -4.50066  0.09
H  -2.11801  2.72099  -7.00306  0.13
C  2.06449  -2.88317  -0.13138  -0.11
N  1.59125  -3.47808  -1.35947  -0.18
C  0.47376  -2.80156  -1.98374  -0.04
C  2.12039  -4.61937  -1.85081  -0.34
O  1.86015  -5.09106  -2.93917  0.02
H  2.26998  -1.81607  -0.19548  0.07
H  2.92953  -3.36258  0.32325  0.05
H  1.32400  -2.96200  0.67729  0.07
H  -0.44234  -2.86523  -1.39829  0.09
H  0.66648  -1.77132  -2.28632  0.09
H  0.29665  -3.32418  -2.92552  0.09
H  2.79013  -5.09247  -1.11001  0.14
C  0.15599  1.33581  1.98877  -0.11
N  -0.36887  0.50231  0.93704  -0.20
C  -0.81287  -0.83400  1.36620  -0.02
C  -0.41280  0.94952  -0.35160  -0.32
O  -1.22478  0.61398  -1.19297  0.00
H  -0.59585  1.50637  2.76245  0.09
H  0.44508  2.28885  1.54440  0.09
H  1.05752  0.87702  2.41235  0.04
H  -1.11462  -1.36593  0.46953  0.08
H  0.05865  -1.33493  1.78892  0.07
H  -1.58437  -0.67740  2.11597  0.09
H  0.28133  1.79866  -0.49726  0.14
Cl  2.21146  -2.12174  5.54001  0.56
C  3.26277  -1.38093  4.32506  -0.70
C  3.63690  -2.38815  3.23365  -0.64
Cl  4.30403  -1.47204  1.87456  0.59
H  4.11415  -0.86571  4.76605  0.08
H  2.72924  -0.55792  3.85021  0.00
H  2.75697  -2.87186  2.81967  0.05
H  4.41104  -3.11191  3.46636  0.07
Cl  1.61410  1.93332  4.84702  0.64
C  2.26485  3.03626  6.05509  -0.67
C  1.18443  3.33264  7.08641  -0.65
Cl  1.71423  4.78031  8.03174  0.53
H  2.50838  3.96518  5.54627  0.06
H  3.15444  2.65925  6.55194  0.08
H  0.98833  2.49522  7.75224  0.07
H  0.22710  3.57853  6.63420  0.06
Cl  -5.67053  0.44001  -0.02781  0.53
C  -4.42592  0.50746  -1.30090  -0.67
C  -4.79931  1.56803  -2.33507  -0.66
Cl  -6.32927  1.14347  -3.13543  0.55
H  -4.41040  -0.47431  -1.77171  0.07
H  -3.49807  0.68099  -0.76981  0.03
H  -4.08323  1.71520  -3.13957  0.05
H  -4.82700  2.49756  -1.76276  0.07

Properties
- Kohn-Sham gap: 9.316 eV
- Net charge: 0
- Maximum force: 1.596 eV Å⁻¹
- DFT total energy: -3742.46045 a.u.


We obtain LUMO level values of 0.70; 0.80; -16.39; 0.16 eV for the records listed above, in that order.